1.
Density functional theory data (wB97M-V/def2-TZVPD) for a molecular structure, C28H35N4OSe2SiV.

Each line ends with the Mulliken charge.
Element x y z (Å)
H 4.17 3.65 -1.06  0.4513
H 4.00 -3.74 -1.34  0.3815
H 4.11 -4.68 0.14  0.4085
V 1.63 -1.00 0.11  -0.4147
H 4.67 -2.53 1.36  0.2947
C -0.19 -2.85 -1.06  -0.1926
C -2.40 2.45 -2.25  -1.7476
C -2.09 3.60 3.46  -0.6759
H -4.07 3.74 2.64  0.4201
H 4.69 -1.44 -1.36  0.1704
H -1.48 -4.00 -2.30  0.4798
H -4.22 -2.28 -2.63  0.4661
C 3.46 2.15 1.89  -0.6981
C 3.89 -3.69 -0.26  -0.8441
Se -0.32 -1.83 2.87  -0.0812
H 2.30 -3.46 1.02  0.2332
C 3.33 1.70 -0.81  -0.5937
H -5.51 -2.84 -0.59  0.4439
C 3.89 3.14 1.01  -0.2554
H 5.87 -2.94 0.13  0.4431
C -1.82 -3.42 1.02  -0.8519
H -2.29 3.08 -3.14  0.5205
H -0.09 3.91 -2.23  0.5503
N 2.93 0.75 0.04  0.5236
H -0.85 0.48 -3.34  0.2758
N 4.45 -1.40 -0.37  -0.3689
C -3.22 -0.75 0.77  -0.1291
H -3.58 2.29 0.72  0.4145
C -1.01 2.01 -1.77  2.2182
C -2.87 -0.98 -1.59  0.2014
N 2.50 -3.28 0.03  -0.4519
H 4.96 -0.61 0.01  0.2549
N 0.12 -2.35 0.16  0.7540
H -2.45 -3.62 1.88  0.5051
Se 2.31 -0.56 2.33  0.0487
C -0.27 1.29 -2.91  -1.5426
C -0.82 3.05 3.31  -0.6760
C -1.52 1.95 1.26  0.8809
C -0.69 -2.59 1.21  -0.5743
H 1.87 -3.88 -0.48  0.2807
H 0.78 3.00 -1.00  0.2225
H 0.44 1.80 2.12  -0.0129
C -3.08 3.32 2.52  -0.8344
C -0.21 3.26 -1.36  -1.7355
C 4.83 -2.65 0.29  -0.7123
H -2.33 -0.74 -2.50  0.1014
H -2.95 -0.33 1.73  0.5159
H -2.31 4.23 4.31  0.3866
C 3.02 0.95 1.36  0.2716
O 0.37 0.20 -0.04  3.0364
C 3.84 2.90 -0.35  -0.9203
C -1.28 -3.63 -1.30  -1.2284
H 3.24 1.49 -1.87  0.4775
C -3.94 -1.85 -1.67  -0.9561
Si -1.16 0.91 -0.23  -2.1008
H -0.72 3.82 -0.58  0.3294
H -0.06 2.00 -3.71  0.5245
H -2.91 3.05 -1.49  0.3435
C -4.66 -2.17 -0.53  -0.6710
H 4.26 4.08 1.39  0.4299
H 0.69 0.88 -2.58  -0.0229
H 3.46 2.31 2.96  0.5411
H -0.06 3.25 4.05  0.4468
C -2.80 2.50 1.43  -0.1509
C -0.55 2.24 2.22  -0.0885
H -3.04 1.61 -2.51  0.3109
C -4.30 -1.62 0.69  -0.9370
C -2.49 -0.40 -0.37  0.5170
H 0.49 -2.59 -1.87  0.5914
H -4.85 -1.87 1.59  0.4946
H -2.99 -4.55 -0.35  0.4233
C -2.11 -3.93 -0.21  -0.1161

HOMO-LUMO gap (spin up / spin down) ... 5.585 / 5.399 eV
LUMO level (spin up / spin down) ... -4.267 / -4.247 eV
Highest occupied orbital energy (spin up / spin down) ... -0.3621 / -0.3545 hartree
2S+1 ... 2
Charge ... +1
Energy ... -7418.4627 hartree

=====

2.
Density functional theory data (wB97M-V/def2-TZVPD) for a molecular structure, C28H35N5OP2Ti.

Each line ends with the Mulliken charge.
Element x y z (Å)
P 1.38 -0.58 -2.86  1.1072
H -2.73 -0.14 -6.03  0.9052
C -1.82 0.35 -6.36  -0.1303
H 5.94 1.14 -4.71  0.4322
C 4.04 -2.10 -0.29  -0.5077
C 4.97 1.10 -4.24  -0.8226
C -3.82 -2.53 -2.58  -0.0979
Ti -0.20 1.37 -2.51  -0.3803
H -2.27 1.51 -0.73  0.3432
H 0.18 2.90 -0.58  0.3035
C -4.92 -2.92 -1.82  -0.8404
H -2.49 -2.57 0.46  0.3912
H 1.81 3.24 -1.25  0.4484
H -0.54 1.88 -8.20  0.2629
C -0.76 0.20 0.40  0.7258
C -3.35 1.64 -3.73  -1.0056
H -1.44 3.34 -7.78  0.5014
C 2.98 1.75 -3.43  -0.3136
H -1.67 -1.74 -4.36  0.2437
H -5.13 -3.32 0.36  0.4379
C 2.78 -2.94 -1.99  -0.5946
C 3.71 -3.29 -1.02  -0.6811
C -0.83 -0.59 -6.95  -0.9113
H -0.02 3.89 -5.99  0.3475
C 1.07 2.45 -1.06  -1.3333
H 1.31 -0.86 -7.29  0.4066
C 3.29 -1.06 -0.82  -0.5660
H 3.26 -0.01 -0.57  0.3686
H 2.30 -3.53 -2.75  0.4455
C -2.93 2.39 -2.62  -1.3044
H 4.55 -1.07 -3.85  0.4312
H 1.93 0.27 -5.34  1.6746
H -3.25 -0.57 -4.07  0.1249
H -1.14 -0.86 -7.98  0.4904
N 2.46 -1.58 -1.84  0.5898
N -0.25 0.39 -0.68  -0.6160
H -3.66 -2.44 -3.66  0.3679
N -2.03 0.24 -2.54  0.3193
H 4.77 -2.02 0.52  0.4373
H 1.18 -2.61 -4.14  0.7579
H 0.57 -1.30 -5.09  -1.1734
N -2.78 -2.26 -1.69  0.6711
H -0.82 -1.52 -6.36  0.4746
C -3.18 -2.62 -0.38  -0.3308
O -1.36 0.05 1.41  -0.6637
H -3.96 2.02 -4.52  0.7842
C 0.31 3.01 -6.55  -1.3935
C 0.57 -1.71 -4.07  0.0982
C 0.83 2.03 -5.58  -0.9085
C -2.87 0.34 -3.62  -0.0555
C 0.64 -0.01 -7.06  -2.1838
N 3.00 0.36 -3.40  0.8840
H 1.26 2.55 -4.73  0.2111
H 4.40 3.29 -4.06  0.4716
H 2.12 2.30 -3.07  0.3362
H 1.50 1.71 -0.35  0.3358
H -2.58 2.28 -6.07  0.3534
C -0.89 2.48 -7.37  -0.9796
H -3.24 3.39 -2.32  0.5285
C 1.11 0.76 -5.86  0.6493
C -2.19 1.50 -1.81  0.3932
C -0.91 -2.09 -3.65  -0.6478
P -1.28 -1.53 -1.96  -0.2865
C 4.26 -0.04 -3.87  -0.6947
H 4.14 -4.27 -0.86  0.4415
C 4.17 2.24 -3.94  -0.9152
H -1.02 -3.19 -3.56  0.5618
H 1.07 3.35 -7.25  0.3574
C -1.80 1.68 -6.50  -0.4418
C -4.51 -2.99 -0.45  -0.6316
H -5.90 -3.11 -2.24  0.4376
H 0.67 0.58 -7.99  0.5578

Energy relative to the best compared isomer or geometry (same formula, charge and spin) ... 5.013 eV
HOMO-LUMO gap (spin up / spin down) ... 6.466 / 7.168 eV
LUMO level (spin up / spin down) ... -0.091 / -0.447 eV
Highest occupied orbital energy (spin up / spin down) ... -0.2410 / -0.2799 hartree
2S+1 ... 3
Charge ... 0
Energy ... -2968.8611 hartree

=====

3.
Density functional theory data (wB97M-V/def2-TZVPD) for a molecular structure, C28H35N5P2SSr.

Each line ends with the Mulliken charge.
Element x y z (Å)
C 0.91 1.98 -3.38  -0.4074
C -2.23 0.58 -3.59  -0.5460
H 3.58 -0.42 -0.68  0.5072
H -0.35 -2.85 0.85  0.5373
H 1.35 0.08 -2.56  0.5645
N -2.17 0.23 0.94  -0.0947
C 3.02 -2.95 1.52  -0.2810
H 2.41 2.39 2.27  0.3692
H -2.77 2.11 -1.67  0.0520
H 0.67 -0.18 -0.45  -0.2986
C 4.18 1.78 -0.49  -0.8761
H 4.32 -4.64 1.99  0.4520
H -1.61 3.23 -5.44  0.4896
N 2.94 -1.64 2.04  0.8250
H 4.92 1.93 -1.27  0.4477
C -3.39 -2.58 3.25  -0.3852
C 3.88 -1.54 3.11  -0.3943
H -5.07 -3.84 3.80  0.4353
H 3.05 1.25 4.41  0.3480
C 2.85 2.09 1.31  -0.3514
C -2.75 1.38 1.50  -0.0603
N -1.04 0.84 3.22  -0.5321
H 0.67 -1.07 -4.59  0.4473
P -1.56 -1.12 1.86  -0.0879
C -2.18 0.45 -0.42  -0.1842
H -2.87 1.45 2.56  0.4139
N -2.99 -2.01 2.01  0.5695
H 1.37 2.04 4.24  0.3506
P 1.75 -0.45 1.82  -0.0791
H 1.47 2.58 -2.66  0.5419
N 2.68 0.77 0.84  0.6361
H -2.77 2.63 -3.49  0.5923
H -2.79 -2.38 4.13  0.3444
C 3.75 2.72 0.48  -1.0028
H 3.90 -0.62 3.69  0.1823
S -1.22 0.28 5.98  -0.3461
H -1.12 -1.88 -0.39  0.4603
C 0.85 0.65 -3.34  -0.0763
H -3.02 0.23 -2.90  1.0843
C -3.95 -2.35 1.03  -0.2881
H 0.89 2.59 -5.47  0.2737
H 2.32 -3.25 0.74  0.3208
C 2.01 1.14 4.10  -1.5938
C 3.52 0.58 -0.25  -0.4319
H -3.89 -2.01 0.01  0.3422
H 1.59 0.24 4.55  0.3589
C 0.28 2.72 -4.55  -1.0225
H 5.38 -2.93 3.86  0.4524
H -5.84 -3.51 1.22  0.4429
C 4.05 -3.63 2.18  -0.7096
Sr -0.02 1.83 1.14  1.7061
C -1.17 2.34 -4.97  -0.9780
C -4.94 -3.11 1.66  -0.6368
H 4.10 3.74 0.60  0.5064
H 0.30 3.80 -4.36  0.3904
C 0.79 -1.01 0.30  -0.4413
H 0.23 0.39 -5.38  0.3477
C -2.58 1.73 -0.70  0.4667
H 1.47 -1.73 -0.21  0.9147
C -2.12 1.86 -3.92  -0.4754
H -1.91 -0.32 -1.09  0.3903
C 4.59 -2.73 3.16  -0.5026
C -4.55 -3.26 3.05  -0.5000
C 0.14 -0.12 -4.42  -1.1450
H -2.96 3.41 0.67  0.4739
H -1.46 -1.41 -3.66  0.3958
H -1.12 1.61 -5.79  0.4297
C -0.54 -1.80 0.54  -1.4529
C -2.83 2.37 0.53  -1.7865
H -1.79 -0.73 -5.23  0.3618
C -1.22 0.53 4.39  -0.1144
C -1.38 -0.47 -4.23  -1.1428

Energy relative to the best compared isomer or geometry (same formula, charge and spin) ... 0.000 eV
HOMO-LUMO gap (spin up / spin down) ... 4.099 / 4.099 eV
LUMO level (spin up / spin down) ... -0.892 / -0.892 eV
Highest occupied orbital energy (spin up / spin down) ... -0.1834 / -0.1834 hartree
Charge ... 0
Energy ... -2473.1054 hartree

=====

4.
Density functional theory data (wB97M-V/def2-TZVPD) for a molecular structure, C28H35N5P2Ti.

Each line ends with the Mulliken charge.
Element x y z (Å)
H -1.11 -2.19 2.05  0.4757
H -4.86 0.89 -0.63  0.4354
N 1.28 0.92 0.14  -0.9481
H 0.94 -2.38 -4.43  0.5994
C 2.64 -4.10 -0.77  -0.2674
H 5.30 0.22 -4.57  0.4361
H 3.28 -0.88 -0.25  0.6508
C -3.66 -4.16 -1.18  -0.6012
C -3.01 -0.69 -2.89  -0.5197
C 1.38 -7.92 -1.88  -0.6758
C -0.86 -2.79 -3.20  0.6983
N 2.26 0.01 -3.28  0.3893
H -4.53 0.83 -3.35  0.4325
C 3.82 1.61 -3.54  -0.6238
C -0.03 -5.95 -1.16  0.2242
P -1.26 -2.48 -1.43  0.8632
C -2.30 -4.09 0.63  -0.4904
C 0.43 -7.33 -0.82  -1.3314
C -4.18 0.26 -1.20  -0.6031
C 2.84 -1.83 -0.48  -0.1550
C 1.04 -0.22 -0.03  0.3923
H -3.96 -4.01 -2.21  0.4813
C 0.19 -1.85 -3.83  -1.3137
H -3.62 -5.19 2.00  0.4696
C -0.31 -1.64 1.53  -1.6499
C 3.05 -3.08 0.15  -1.5278
H -3.09 -0.95 0.37  0.3919
H 3.43 -3.26 1.14  0.5049
H 3.04 -5.54 -3.84  0.3504
C -3.44 -4.79 1.00  -0.9444
H 0.79 -8.41 -2.67  0.3081
Ti 0.89 -2.73 -0.14  -0.0617
N -2.45 -3.65 -0.69  1.4371
H 0.96 -7.31 0.13  0.3674
H 3.35 -7.00 -1.99  0.5143
H -0.46 -3.80 -3.24  -2.6635
C 2.58 1.34 -3.01  -0.3022
H -0.04 -5.26 -0.29  -0.0389
H 1.88 1.92 -2.41  0.4101
H 0.56 -1.62 2.21  0.4662
H -1.17 -5.91 -4.35  0.4182
C 0.95 -5.90 -4.31  0.0450
C 3.37 -0.61 -3.89  -0.2177
H -0.43 -8.01 -0.70  0.3024
P 0.98 -0.83 -2.54  -0.1308
C -4.29 -4.86 -0.15  -0.8247
H 1.06 -6.48 -5.25  0.4467
H -1.40 -3.88 1.19  0.2552
C 2.13 -3.43 -1.91  0.3220
H -5.24 -5.38 -0.20  0.4377
H -0.49 -7.39 -3.67  0.5603
H 1.96 -3.84 -2.89  -0.0538
H -2.60 -1.00 -3.84  0.3805
N 2.22 -2.06 -1.72  0.0251
H -0.68 -0.60 1.49  0.3922
C 2.17 -6.07 -3.46  -0.6586
H 3.35 -1.67 -4.11  0.2642
H 4.32 2.57 -3.53  0.4454
N -2.55 -1.24 -1.69  0.8153
C -4.00 0.24 -2.62  -0.6978
H 1.96 -8.72 -1.37  0.4774
C -0.66 -5.72 -2.30  0.4041
C 4.34 0.37 -4.09  -0.6270
H -1.79 -2.83 -3.76  1.4621
C 2.35 -6.91 -2.42  -0.3979
C -0.39 -6.29 -3.67  -1.5873
H -1.64 -5.21 -2.29  0.5462
H 0.89 -4.85 -4.65  0.2030
H -0.29 -1.14 -4.52  0.4843
H 2.84 -5.16 -0.72  0.4988
C -3.29 -0.66 -0.66  -0.5706

Energy relative to the best compared isomer or geometry (same formula, charge and spin) ... 0.447 eV
HOMO-LUMO gap (spin up / spin down) ... 6.845 / 6.670 eV
LUMO level (spin up / spin down) ... -0.101 / -0.612 eV
Highest occupied orbital energy (spin up / spin down) ... -0.2553 / -0.2676 hartree
2S+1 ... 3
Charge ... 0
Energy ... -2893.6082 hartree

=====

5.
Density functional theory data (wB97M-V/def2-TZVPD) for 7 unconnected molecules or ions with the total composition C28H35N7.

Each line ends with the natural charge from an NBO analysis.
Element x y z (Å)
C 3.01 6.12 -2.60  -0.0719
H 0.15 -1.05 0.47  0.2162
H 1.19 7.15 -2.63  0.4231
H 0.31 1.60 -0.34  0.2298
C 4.26 6.28 -3.22  -0.3074
C 3.76 -0.55 -6.23  -0.3116
C 0.02 1.22 0.63  -0.3270
H 3.89 2.62 -6.60  0.4229
C -6.49 -4.27 4.10  -0.3068
H -1.53 1.21 3.63  0.2152
H -5.17 -6.03 6.53  0.2067
C -1.04 1.01 2.70  -0.0929
C -5.50 -5.33 5.77  -0.0811
H -7.34 1.80 -2.19  0.2217
H 7.68 0.18 3.84  0.2306
C -5.64 -3.36 4.79  -0.0777
C 4.05 7.16 -4.27  -0.3147
H -4.35 -3.69 6.43  0.4143
N -0.72 -0.26 2.23  -0.5082
C -0.52 -5.77 2.53  -0.0860
H -0.15 -5.39 -0.73  0.2251
N 2.12 7.05 -3.02  -0.5036
C -0.62 1.93 1.71  -0.3056
H -2.67 -6.08 2.62  0.4210
H 7.94 2.61 2.62  0.2134
H -2.77 -5.87 0.22  0.2101
C 5.84 2.40 2.08  -0.0887
C -6.52 -0.01 -1.40  -0.2979
H 5.54 3.20 1.43  0.2125
H -3.49 0.70 -0.89  0.4195
H -6.68 -6.42 4.28  0.2230
H -1.04 -1.10 2.71  0.4206
H 3.95 1.77 2.35  0.4180
C -1.83 -5.71 0.72  -0.0710
H 5.02 0.77 -7.44  0.1934
C 0.33 -5.69 1.46  -0.3023
H 2.73 5.52 -1.75  0.1959
C -0.50 -5.61 0.27  -0.3131
H 5.21 5.83 -2.98  0.2251
C 5.49 0.58 3.40  -0.0734
C 2.68 1.23 -5.40  -0.0711
H 4.93 7.60 -4.72  0.2309
H 2.18 -0.93 -4.82  0.2254
H 2.11 1.97 -4.85  0.2062
C -6.22 -5.52 4.68  -0.3087
C 4.17 0.56 -6.81  -0.0646
H -4.82 -1.35 -0.64  0.2102
H -0.25 -5.85 3.57  0.2084
C -6.43 1.26 -1.97  -0.3130
N -4.39 0.63 -1.34  -0.5022
H -6.98 -4.17 3.15  0.2238
N 4.90 1.55 2.60  -0.5117
H 1.41 -5.70 1.45  0.2266
C 6.89 0.77 3.41  -0.3102
C -5.22 -0.47 -1.11  -0.0945
H 2.06 8.12 -4.83  0.2037
H 4.88 -0.13 3.94  0.2095
C -5.07 1.64 -1.94  -0.0765
N 3.58 1.70 -6.33  -0.5165
N -5.05 -4.06 5.80  -0.5009
H -7.46 -0.45 -1.10  0.2193
C 2.69 7.53 -4.18  -0.0805
N -1.84 -5.86 2.08  -0.5185
C 7.04 2.01 2.67  -0.3008
C -0.07 -0.16 1.03  -0.0660
H -4.65 2.61 -2.18  0.2122
C 2.72 -0.17 -5.36  -0.3090
H -0.64 3.01 1.80  0.2188
H 4.17 -1.52 -6.43  0.2243
H -5.28 -2.37 4.59  0.2083

Energy relative to the best compared isomer or geometry (same formula, charge and spin) ... 3.609 eV
HOMO-LUMO gap ... 8.140 eV
SMILES ... c1cc[nH]c1.c1cc[nH]c1.c1cc[nH]c1.c1cc[nH]c1.c1cc[nH]c1.c1cc[nH]c1.c1cc[nH]c1
LUMO level ... 0.095 eV
Highest occupied orbital energy ... -0.2956 hartree
Charge ... 0
Energy ... -1471.0487 hartree

=====

6.
Density functional theory data (wB97M-V/def2-TZVPD) for a molecular structure, C28H35N9O2RuS2.

Each line ends with the Mulliken charge.
Element x y z (Å)
C -0.98 2.19 -1.02  0.6208
H -5.57 -3.84 -2.60  0.2113
H -6.58 -2.72 0.63  0.3519
H 0.79 1.11 1.27  0.3967
C 5.07 -0.50 -2.21  -0.4963
C 3.31 3.23 2.09  -0.6284
H 4.52 0.34 1.03  0.3753
N -4.78 -2.86 -0.40  -0.0025
C -4.02 -3.13 -1.46  0.5476
H -6.48 -4.11 -0.46  0.4104
H 3.77 3.69 2.95  0.4543
H -1.79 -0.03 1.31  0.0273
H 6.93 -0.28 -3.24  0.4196
C 0.61 -2.86 -0.02  0.3167
C 4.38 -0.31 -1.01  0.4255
N -1.27 -0.76 0.86  0.2532
C 3.77 3.53 0.82  -0.7670
C -2.38 1.93 -1.03  -0.4830
C 1.64 1.77 1.17  0.0851
C -2.85 4.31 -0.73  -0.9204
C -6.22 -3.05 -0.34  -1.1963
H 2.56 -0.59 0.11  0.2126
H -6.12 1.11 -1.27  0.4390
N 0.32 -2.13 -1.04  -0.1102
N 1.41 -3.95 -0.08  -0.3434
H 0.20 -3.19 3.82  0.3785
H -1.13 5.55 -0.58  0.4507
H 6.91 0.94 0.86  0.4459
H -4.02 -3.78 -3.36  0.2272
H -1.92 -0.67 4.62  0.2894
H -0.31 -2.01 4.97  0.3601
C 2.25 2.35 2.27  -0.7507
N -4.60 -3.59 -2.56  -0.3559
O 1.54 2.29 -2.63  -0.6971
H 1.06 -1.63 3.92  0.3325
H 1.88 2.14 3.26  0.4798
H 1.70 -4.46 0.74  0.1513
H 3.52 3.18 -1.29  0.5404
H 8.11 0.64 -1.28  0.4182
S -2.30 -2.96 -1.42  -0.4549
C -0.69 -1.57 1.69  0.0857
C 7.06 0.38 -1.21  -0.4494
H 0.46 3.77 -0.89  0.4871
C 6.39 0.55 0.00  -0.8422
C 2.95 -0.70 -0.91  -0.5579
H -3.56 5.12 -0.64  0.4335
H 1.77 -4.27 -0.96  0.2269
N 0.17 -2.57 1.25  0.2456
H 0.71 -2.50 -1.90  0.1656
C 3.18 2.95 -0.29  -0.4121
H 0.43 -3.24 1.96  0.0477
C 6.40 -0.14 -2.31  -0.7158
S 1.35 1.40 -1.53  0.9436
C -5.07 1.38 -1.18  -0.9429
C -4.68 2.67 -0.99  -0.6646
H 4.55 -0.91 -3.07  0.4415
C -4.09 0.39 -1.27  0.0384
C -1.74 -0.48 3.56  -1.0668
H -1.30 0.52 3.47  0.3687
H -4.27 -2.63 0.44  0.1749
H -4.36 -0.64 -1.41  0.2733
C -1.51 4.54 -0.71  -1.2556
C 2.13 2.07 -0.10  0.1112
O 2.09 0.08 -1.85  -0.3143
C -0.58 3.49 -0.86  -0.2784
H -2.71 -0.50 3.06  0.3694
N -0.88 -1.53 3.04  0.0875
C -3.31 2.99 -0.91  1.3433
H 4.60 4.22 0.69  0.5191
H 2.78 -1.71 -1.25  0.5534
C 0.08 -2.12 3.97  -1.1263
H -5.41 3.47 -0.91  0.4628
N -0.15 1.04 -1.22  0.3207
Ru -1.29 -0.78 -1.15  0.0611
N -2.80 0.64 -1.18  0.0239
H -6.72 -2.46 -1.11  0.3993
C 5.05 0.21 0.09  0.0273

Energy relative to the best compared isomer or geometry (same formula, charge and spin) ... 1.251 eV
HOMO-LUMO gap ... 7.546 eV
LUMO level ... -4.911 eV
Highest occupied orbital energy ... -0.4578 hartree
Charge ... +2
Energy ... -2622.1121 hartree

=====

Number 3 is which compound? C28H35N5P2SSr